1 | Molecular formula: CH3BrOS
Method: DFT, wB97M-V/def2-TZVPD

Results
LUMO energy: -0.13 eV
Net charge: 0
HOMO level: -9.7 eV
Molar mass: 143.0 g mol⁻¹

Each line ends with the Mulliken charge.
Cartesian coordinates (Å):
C (-0.5711, 0.5187, 0.3886)  -0.800
O (-0.1918, -1.6000, -1.0519)  -0.463
S (0.5890, -1.0595, 0.0156)  0.486
Br (2.3860, -0.0093, -0.7950)  -0.136
H (-0.3231, 1.4411, -0.0907)  0.345
H (-0.3706, 0.6526, 1.4979)  0.296
H (-1.5185, 0.0565, 0.0356)  0.272



2 | Molecular formula: CH3BrOS
Method: DFT, wB97M-V/def2-TZVPD

Results
LUMO energy (spin up / spin down): -1.57 / -3.21 eV
Net charge: 0
HOMO level (spin up / spin down): -10.5 / -9.2 eV
Molar mass: 143.0 g mol⁻¹

Each line ends with the Mulliken charge.
Cartesian coordinates (Å):
C (-0.2437, -0.1442, 0.1430)  -0.800
O (0.5556, -2.1613, 1.7669)  -0.374
S (0.0845, -0.7774, 1.8217)  0.382
Br (2.9165, 0.9907, 2.2034)  -0.164
H (-0.2474, 0.8669, 0.0079)  0.382
H (-1.3109, -0.2507, 0.1450)  0.304
H (0.3564, -0.8308, -0.5411)  0.272



Ranking the structures above by stability puts 1 first and 2 last.